1.
Entry from OMol25: C41H46BMnN11O2S4 as an isolated structure (ωB97M-V/def2-TZVPD).

```
! RIJCOSX wB97M-V def2-TZVPD def2/J DEFGRID3
* xyz 0 2
Mn 0.305 0.167 -1.164
C 3.688 1.108 -2.644
C 3.552 0.074 -1.575
C 4.620 -0.662 -1.045
C 4.075 -1.448 -0.054
C 4.746 -2.425 0.853
N 2.758 -1.182 -0.013
N 2.419 -0.263 -0.956
B 1.691 -1.743 0.932
N 0.668 -2.543 0.115
N -0.172 -1.885 -0.725
C -1.013 -2.798 -1.212
C -2.149 -2.484 -2.122
C -0.678 -4.066 -0.711
C 0.397 -3.862 0.127
C 1.168 -4.848 0.941
N 0.975 -0.569 1.641
N 0.416 0.435 0.904
C 0.158 1.436 1.741
C -0.352 2.747 1.258
C 0.489 1.054 3.050
C 1.019 -0.214 2.942
C 1.584 -1.092 4.008
H 4.746 1.327 -2.787
H 3.184 2.035 -2.378
H 3.288 0.758 -3.594
H 5.655 -0.603 -1.339
H 5.804 -2.483 0.600
H 4.315 -3.424 0.760
H 4.662 -2.131 1.900
H 2.197 -2.456 1.750
H -1.941 -1.602 -2.709
H -3.064 -2.318 -1.545
H -2.320 -3.315 -2.806
H -1.161 -5.001 -0.939
H 0.757 -5.844 0.787
H 1.126 -4.617 2.006
H 2.221 -4.865 0.655
H -0.443 2.720 0.175
H 0.337 3.548 1.537
H -1.329 2.962 1.687
H 0.380 1.638 3.949
H 1.392 -0.648 4.983
H 2.662 -1.213 3.892
H 1.138 -2.087 3.988
N 5.342 -4.053 -3.422
C 4.226 -3.282 -3.728
C 3.024 -3.481 -3.042
C 1.911 -2.727 -3.348
C 1.981 -1.761 -4.347
C 3.157 -1.575 -5.055
C 4.273 -2.337 -4.752
S 0.615 -0.677 -4.593
O 0.900 0.172 -5.728
O -0.584 -1.476 -4.624
N 0.645 0.204 -3.250
C 0.742 1.543 -3.246
S 0.858 2.710 -4.525
C 0.884 3.967 -3.327
C 0.795 3.445 -2.087
N 0.726 2.075 -2.035
H 5.359 -4.431 -2.489
H 6.228 -3.657 -3.692
H 2.972 -4.228 -2.257
H 0.987 -2.879 -2.808
H 3.194 -0.823 -5.833
H 5.194 -2.192 -5.305
H 0.956 5.005 -3.605
H 0.793 4.015 -1.169
N -1.700 0.576 -1.440
S -2.218 1.098 -2.848
C -3.713 0.217 -3.263
C -4.857 0.313 -2.482
C -5.958 -0.460 -2.811
C -5.910 -1.309 -3.913
C -4.761 -1.395 -4.684
C -3.647 -0.632 -4.358
C -2.886 2.757 -2.727
C -2.988 3.493 -3.900
C -3.455 4.796 -3.840
C -3.809 5.353 -2.617
C -3.701 4.606 -1.453
C -3.235 3.299 -1.504
H -2.413 0.681 -0.710
H -4.884 0.965 -1.617
H -6.855 -0.400 -2.209
H -6.775 -1.908 -4.167
H -4.724 -2.062 -5.536
H -2.727 -0.711 -4.926
H -2.692 3.055 -4.846
H -3.533 5.381 -4.747
H -4.169 6.372 -2.574
H -3.983 5.037 -0.501
H -3.153 2.703 -0.605
S -4.170 0.956 1.163
C -3.924 -0.678 1.464
N -2.668 -1.195 1.532
C -2.383 -2.493 1.794
C -3.376 -3.394 2.003
C -4.707 -2.932 1.922
C -4.972 -1.621 1.660
H -1.883 -0.573 1.340
H -1.333 -2.738 1.808
H -3.139 -4.427 2.204
H -5.526 -3.624 2.069
H -5.983 -1.247 1.595
*
```

## Properties
**Frontier orbital gap (spin up / spin down)**: 7.70 / 7.37 eV
**HOMO (spin up / spin down)**: -7.4 / -7.1 eV
**ΔE to the lowest compared entry with this formula, charge and spin**: 0.000 eV
**⟨S²⟩**: 0.78
**Lowest unoccupied orbital energy (spin up / spin down)**: 0.26 / 0.26 eV

Atomic partial charges in e from the Mulliken method, atoms 1 to 8:
1 Mn 0.080
2 C -0.793
3 C 0.525
4 C -1.745
5 C 0.897
6 C -1.547
7 N -0.128
8 N 0.908

2.
Entry from OMol25: C5H10N2S as an isolated structure in a non-equilibrium geometry (ωB97M-V/def2-TZVPD).

```
! RIJCOSX wB97M-V def2-TZVPD def2/J DEFGRID3
* xyz 0 1
C -0.227 0.865 0.265
C -0.609 -0.245 -0.764
C 0.621 -1.161 -0.655
C 0.896 -1.170 0.867
C 1.158 0.339 0.721
H -0.055 2.888 0.371
H 0.377 2.270 -1.073
H -0.928 0.834 1.143
H -0.671 0.195 -1.772
H -1.900 -1.282 0.401
H -2.675 -0.374 -0.700
H 0.627 -2.079 -1.230
H 1.791 -1.719 1.148
H 0.047 -1.462 1.514
H 1.658 0.874 1.490
N -0.298 2.191 -0.313
N -1.844 -0.980 -0.547
S 2.032 0.015 -0.866
*
```

## Properties
**Frontier orbital gap**: 9.47 eV
**HOMO**: -8.6 eV
**ΔE to the lowest compared entry with this formula, charge and spin**: 0.968 eV
**Lowest unoccupied orbital energy**: 0.86 eV

Atomic partial charges in e from the Mulliken method, atoms 1 to 8:
1 C -0.048
2 C -0.372
3 C -0.180
4 C -0.806
5 C -0.272
6 H 0.267
7 H 0.270
8 H 0.317

3.
Entry from OMol25: a 5-piece molecular cluster, C21H22Cl2N4 overall in a non-equilibrium geometry (ωB97M-V/def2-TZVPD).

```
! RIJCOSX wB97M-V def2-TZVPD def2/J DEFGRID3
* xyz 1 2
N 2.981 0.525 -1.056
C 4.067 0.835 -0.275
C 5.313 1.046 -0.840
C 5.501 0.691 -2.207
C 4.442 0.220 -2.947
C 3.223 0.233 -2.295
H 3.944 1.118 0.760
H 6.109 1.512 -0.277
H 6.481 0.878 -2.622
H 4.477 0.009 -4.005
H 2.329 0.137 -2.893
N -2.774 -5.116 1.011
C -3.390 -4.161 1.755
C -2.835 -2.983 2.267
C -1.533 -2.697 1.887
C -0.843 -3.624 1.082
C -1.451 -4.826 0.711
H -4.325 -4.496 2.178
H -3.307 -2.279 2.936
H -0.928 -1.915 2.320
H 0.207 -3.393 0.986
H -1.015 -5.644 0.155
N -5.559 -2.149 0.665
C -4.689 -1.417 0.021
C -4.558 -1.149 -1.344
C -5.586 -1.672 -2.109
C -6.590 -2.359 -1.546
C -6.490 -2.648 -0.135
H -3.915 -1.006 0.652
H -3.651 -0.743 -1.767
H -5.630 -1.528 -3.179
H -7.428 -2.835 -2.034
H -7.264 -3.161 0.416
N 1.768 4.268 0.331
C 2.756 4.639 -0.486
C 4.054 4.787 0.024
C 4.315 4.568 1.375
C 3.279 4.119 2.224
C 1.954 4.003 1.625
H 2.543 4.823 -1.529
H 4.848 5.165 -0.603
H 5.217 4.945 1.834
H 3.569 3.883 3.237
H 1.156 3.467 2.116
C -0.120 1.302 0.221
Cl 0.796 0.227 1.319
Cl -1.739 0.699 -0.039
H -0.208 2.253 0.748
H 0.498 1.450 -0.665
*
```

## Properties
**Frontier orbital gap (spin up / spin down)**: 7.28 / 2.71 eV
**HOMO (spin up / spin down)**: -11.2 / -11.2 eV
**ΔE to the lowest compared entry with this formula, charge and spin**: 0.000 eV
**⟨S²⟩**: 0.77
**Lowest unoccupied orbital energy (spin up / spin down)**: -3.96 / -8.53 eV

Atomic partial charges in e from the Mulliken method, atoms 1 to 8:
1 N -0.141
2 C -0.172
3 C -0.616
4 C -0.135
5 C -0.713
6 C -0.046
7 H 0.352
8 H 0.392

4.
Entry from OMol25: a 12-piece molecular cluster, C5H36N2O12 overall in a non-equilibrium geometry (ωB97M-V/def2-TZVPD).

```
! RIJCOSX wB97M-V def2-TZVPD def2/J DEFGRID3
* xyz 0 1
N -1.851 1.175 2.273
C -1.193 -0.144 2.398
C -0.215 -0.374 1.243
C -0.838 -0.220 -0.160
C -0.726 -1.397 -1.115
N -1.371 -0.956 -2.385
C 0.719 -1.858 -1.392
O 1.362 -2.394 -0.270
H -2.511 1.164 1.546
H -2.328 1.450 3.129
H -0.628 -0.162 3.329
H -1.930 -1.018 2.485
H 0.242 -1.372 1.328
H 0.616 0.338 1.394
H -0.345 0.669 -0.617
H -1.928 0.068 -0.047
H -1.348 -2.328 -0.763
H -1.532 -1.727 -3.010
H -0.753 -0.229 -2.887
H 1.403 -1.034 -1.753
H 0.739 -2.622 -2.185
H 0.751 -2.922 0.288
O -3.072 -2.501 0.900
H -3.005 -1.621 0.494
H -3.731 -2.955 0.406
O -0.400 -3.774 1.282
H -0.079 -3.695 2.217
H -1.264 -3.458 1.279
O 2.965 -0.381 0.558
H 2.348 -1.108 0.415
H 3.333 -0.208 -0.350
O -1.748 2.886 -0.645
H -2.300 2.183 -1.027
H -1.517 2.575 0.222
O 2.057 -0.253 3.137
H 1.711 0.597 3.202
H 2.527 -0.270 2.339
O 0.993 2.229 2.956
H 1.395 2.424 2.124
H 0.013 2.144 2.753
O 2.187 2.181 0.542
H 2.978 2.701 0.527
H 2.408 1.229 0.529
O -3.345 0.943 -1.624
H -2.687 0.306 -2.160
H -3.878 1.339 -2.300
O 0.741 2.812 -1.646
H -0.190 2.876 -1.331
H 1.250 2.616 -0.848
O 1.249 0.809 -3.226
H 1.485 1.229 -4.077
H 0.996 1.622 -2.618
O 3.555 0.300 -1.959
H 2.731 0.464 -2.439
H 3.956 -0.348 -2.462
*
```

## Properties
**Frontier orbital gap**: 9.99 eV
**HOMO**: -9.8 eV
**ΔE to the lowest compared entry with this formula, charge and spin**: 0.498 eV
**Lowest unoccupied orbital energy**: 0.18 eV

Atomic partial charges in e from the Mulliken method, atoms 1 to 8:
1 N -0.551
2 C -1.477
3 C 2.079
4 C 0.432
5 C 0.262
6 N -0.736
7 C -0.029
8 O -0.687

5.
Entry from OMol25: C26H53I2N4O as an isolated structure in a non-equilibrium geometry (ωB97M-V/def2-TZVPD).

```
! RIJCOSX wB97M-V def2-TZVPD def2/J DEFGRID3
* xyz 1 1
C 5.086 -1.452 -0.029
C 5.232 -1.268 -1.617
I 7.082 -1.741 -2.705
C 4.139 -0.786 -2.397
I 4.410 -0.505 -4.574
C 2.688 -0.422 -1.846
C 2.091 1.033 -1.902
C 0.650 1.275 -1.383
N -0.152 0.180 -0.835
C 0.374 -1.191 -0.753
O -0.461 -2.248 -0.226
C 1.809 -1.578 -1.257
H 4.415 -2.338 0.232
H 4.786 -0.466 0.476
H 6.146 -1.691 0.372
H 2.650 1.941 -2.307
H 0.126 2.299 -1.416
H -1.116 0.345 -0.477
H -1.039 -2.534 -0.977
H 2.218 -2.650 -1.205
C -0.648 -5.328 1.567
C -1.360 -6.023 0.414
N -1.932 -7.318 0.765
C -2.369 -8.088 -0.399
C -3.517 -7.523 -1.234
C -2.851 -7.330 1.900
C -4.092 -6.441 1.819
H 0.133 -5.964 1.992
H -0.176 -4.408 1.210
H -1.341 -5.045 2.365
H -0.615 -6.173 -0.376
H -2.118 -5.342 0.004
H -2.631 -9.104 -0.082
H -1.504 -8.219 -1.061
H -4.480 -7.656 -0.738
H -3.577 -8.059 -2.186
H -3.386 -6.464 -1.466
H -2.289 -7.050 2.798
H -3.169 -8.359 2.097
H -3.870 -5.445 1.427
H -4.512 -6.308 2.821
H -4.871 -6.891 1.206
C 4.707 6.410 -4.053
C 4.230 5.468 -2.956
N 5.245 5.165 -1.950
C 4.869 4.064 -1.069
C 3.664 4.257 -0.160
C 5.857 6.313 -1.287
C 4.935 7.273 -0.535
H 5.601 6.022 -4.548
H 3.925 6.523 -4.810
H 4.928 7.409 -3.666
H 3.935 4.532 -3.447
H 3.322 5.883 -2.504
H 5.732 3.784 -0.454
H 4.675 3.182 -1.694
H 3.893 4.902 0.689
H 3.359 3.290 0.253
H 2.804 4.671 -0.690
H 6.409 6.888 -2.037
H 6.634 5.961 -0.599
H 4.026 7.506 -1.094
H 5.458 8.218 -0.359
H 4.654 6.880 0.442
C -4.525 -0.638 1.256
C -3.870 0.479 2.050
N -4.028 1.803 1.453
C -3.173 2.817 2.070
C -3.430 3.167 3.534
C -5.399 2.227 1.180
C -6.372 2.286 2.356
H -4.154 -0.657 0.227
H -4.292 -1.602 1.718
H -5.615 -0.552 1.236
H -2.801 0.241 2.102
H -4.245 0.455 3.080
H -3.217 3.736 1.474
H -2.132 2.479 1.983
H -4.317 3.792 3.649
H -2.586 3.743 3.927
H -3.540 2.283 4.164
H -5.820 1.557 0.423
H -5.384 3.206 0.687
H -6.291 1.416 3.013
H -7.399 2.311 1.980
H -6.231 3.187 2.952
*
```

## Properties
**Frontier orbital gap**: 4.92 eV
**HOMO**: -9.9 eV
**Lowest unoccupied orbital energy**: -4.99 eV

Atomic partial charges in e from the Mulliken method, atoms 1 to 8:
1 C -0.846
2 C 0.204
3 I 0.122
4 C -0.680
5 I 0.127
6 C 0.699
7 C -0.316
8 C -0.409

6.
Entry from OMol25: one molecule with the formula C7H7N3O2 in a non-equilibrium geometry (ωB97M-V/def2-TZVPD).

```
! RIJCOSX wB97M-V def2-TZVPD def2/J DEFGRID3
* xyz 0 1
N -1.719 0.381 2.856
C -0.993 0.298 1.976
C -0.140 0.182 0.839
N 1.040 1.067 0.977
O 1.144 1.984 0.199
O 1.815 0.807 1.863
C 0.565 -1.459 0.874
C 0.989 -1.899 -0.293
C 0.854 -1.144 -1.525
C 0.021 -0.110 -1.633
C -0.892 0.312 -0.513
N -1.479 1.592 -0.797
H 0.632 -1.880 1.856
H 1.472 -2.865 -0.350
H 1.452 -1.458 -2.366
H -0.084 0.449 -2.548
H -1.712 -0.423 -0.454
H -2.190 1.845 -0.122
H -0.775 2.320 -0.838
*
```

## Properties
**Frontier orbital gap**: 9.36 eV
**HOMO**: -9.6 eV
**ΔE to the lowest compared entry with this formula, charge and spin**: 5.618 eV
**Lowest unoccupied orbital energy**: -0.23 eV

Atomic partial charges in e from the Mulliken method, atoms 1 to 8:
1 N -0.459
2 C -0.179
3 C 0.711
4 N 1.084
5 O -0.604
6 O -0.591
7 C -0.844
8 C -0.127

7.
Entry from OMol25: one molecule with the formula C2H3Cl3N2 in a non-equilibrium geometry (ωB97M-V/def2-TZVPD).

```
! RIJCOSX wB97M-V def2-TZVPD def2/J DEFGRID3
* xyz 0 1
H 0.091 2.108 0.018
N 0.870 1.413 -0.083
C 0.373 0.302 -0.106
N 1.338 -0.612 -0.291
C -1.072 -0.204 0.078
Cl -1.002 -1.192 1.624
Cl -2.231 1.184 0.388
Cl -1.786 -1.074 -1.278
H 2.286 -0.249 -0.264
H 1.134 -1.676 -0.086
*
```

## Properties
**Frontier orbital gap**: 9.86 eV
**HOMO**: -9.5 eV
**ΔE to the lowest compared entry with this formula, charge and spin**: 0.682 eV
**Lowest unoccupied orbital energy**: 0.32 eV

Atomic partial charges in e from the Mulliken method, atoms 1 to 8:
1 H 0.261
2 N -0.679
3 C 0.352
4 N -0.462
5 C 0.419
6 Cl -0.128
7 Cl -0.173
8 Cl -0.090

8.
Entry from OMol25: one molecule with the formula C21H24FN3O5S (ωB97M-V/def2-TZVPD).

```
! RIJCOSX wB97M-V def2-TZVPD def2/J DEFGRID3
* xyz 0 1
C 5.880 2.686 -0.176
C 4.958 1.872 0.678
C 5.228 0.536 0.947
C 4.384 -0.211 1.749
C 3.250 0.364 2.304
C 2.292 -0.451 3.134
N 1.239 -1.024 2.317
C 0.026 -0.485 2.192
O -0.372 0.530 2.739
C -0.908 -1.327 1.314
O -0.518 -2.295 0.685
N -2.168 -0.889 1.408
C -3.297 -1.490 0.752
C -3.275 -1.248 -0.780
O -4.401 -1.791 -1.413
C -5.589 -1.028 -1.284
C -5.378 0.419 -1.727
C -4.215 0.996 -0.922
N -3.042 0.147 -1.059
S -2.179 0.412 -2.493
O -2.666 -0.385 -3.579
O -2.125 1.832 -2.673
C -0.571 -0.188 -1.996
C -0.135 -1.429 -2.423
C 1.092 -1.902 -1.996
C 1.852 -1.101 -1.162
F 3.043 -1.560 -0.732
C 1.437 0.155 -0.749
C 0.198 0.607 -1.168
C 2.975 1.701 2.039
C 3.821 2.444 1.237
H 6.431 2.052 -0.866
H 6.602 3.210 0.452
H 5.327 3.432 -0.743
H 6.105 0.073 0.519
H 4.609 -1.250 1.940
H 2.817 -1.264 3.641
H 1.799 0.187 3.872
H 1.435 -1.836 1.746
H -2.273 -0.009 1.902
H -4.209 -1.088 1.192
H -3.267 -2.572 0.906
H -2.422 -1.801 -1.188
H -5.953 -1.055 -0.246
H -6.314 -1.537 -1.922
H -5.110 0.434 -2.785
H -6.287 0.999 -1.572
H -3.924 1.980 -1.288
H -4.470 1.070 0.140
H -0.762 -2.004 -3.086
H 1.458 -2.873 -2.291
H 2.070 0.750 -0.111
H -0.180 1.572 -0.872
H 2.087 2.152 2.458
H 3.594 3.482 1.038
*
```

## Properties
**Frontier orbital gap**: 9.81 eV
**HOMO**: -9.2 eV
**ΔE to the lowest compared entry with this formula, charge and spin**: 0.046 eV
**Lowest unoccupied orbital energy**: 0.63 eV

Atomic partial charges in e from the Mulliken method, atoms 1 to 8:
1 C -1.548
2 C 0.940
3 C -0.687
4 C -0.419
5 C 0.911
6 C -1.666
7 N 0.006
8 C 0.529